Entry from the OMol25 dataset: a structure of composition C7H8F3N3 in a non-equilibrium geometry (wB97M-V/def2-TZVPD).

Results
Frontier orbital gap ... 0.352 Ha
Energy ... -735.393015 hartree

Each line ends with the natural charge from an NBO analysis.
Geometry (Å):
1 C 2.6333 -0.5490 0.3449  -0.17
2 C 2.3259 -1.8832 0.1257  -0.26
3 C 1.6172 0.3895 0.2996  -0.24
4 C 1.0073 -2.2124 -0.1491  0.05
5 C 0.3268 -0.0487 0.0115  0.14
6 C -0.7871 0.9559 -0.1140  0.29
7 C -2.4332 -0.1798 0.0588  0.90
8 N 0.0393 -1.3191 -0.2203  -0.41
9 N -0.7938 1.9289 0.8851  -0.83
10 N -1.0014 1.5029 -1.4005  -0.84
11 F -2.3603 -1.0076 1.1139  -0.35
12 F -3.4511 0.6772 0.2996  -0.36
13 F -2.7124 -0.8740 -1.0397  -0.33
14 H 3.6502 -0.2435 0.5502  0.22
15 H 3.0885 -2.6447 0.1705  0.22
16 H 1.8050 1.4379 0.4773  0.23
17 H 0.7023 -3.2377 -0.3174  0.20
18 H -0.7646 1.5409 1.8180  0.39
19 H -1.5582 2.5828 0.7774  0.39
20 H -0.8479 0.8255 -2.1342  0.39
21 H -0.4858 2.3583 -1.5574  0.37